14
Properties=species:S:1:pos:R:3 method="wB97M-V/def2-TZVPD" orbital_gap_ev=10.3 e_tot_ha=-270.47891 total_charge=0 homo_energy_ev=-9.359
C -1.59 0.29 -0.46
C -0.45 -0.38 0.32
C 0.94 0.49 1.21
C 1.32 0.44 -0.21
O 1.50 1.38 -0.95
C 0.68 -0.88 -0.59
H -1.19 1.08 -1.11
H -2.13 -0.40 -1.14
H -2.35 0.71 0.20
H -0.84 -1.11 1.05
H 1.24 -0.34 1.87
H 1.22 1.45 1.71
H 1.16 -1.79 -0.22
H 0.51 -0.92 -1.67

***

14
Properties=species:S:1:pos:R:3 method="wB97M-V/def2-TZVPD" orbital_gap_ev=8.4 e_tot_ha=-270.35034 total_charge=0 homo_energy_ev=-7.383
C 0.87 -1.10 -0.56
C -1.70 -0.44 -0.19
C -1.23 0.63 0.52
O -0.31 0.46 1.56
C 0.52 1.07 0.61
C 1.23 0.29 -0.31
H 1.32 -1.59 -1.43
H 0.58 -1.73 0.27
H -2.45 -0.22 -0.95
H -1.69 -1.44 0.21
H -1.68 1.62 0.47
H 0.75 2.12 0.77
H 1.76 0.82 -1.10
H 2.03 -0.50 0.14

***

Which ΔE to the lowest compared entry with this formula, charge and spin belongs to each record? In order, 2.149; 5.648 eV.